C48H88B7F28N16 | wB97M-V/def2-TZVPD

Its HOMO-LUMO gap is 2.15 eV. The maximum force comes out at 0.148 Eh/bohr. Its molecular weight is 1496.97 g/mol. As for the total charge: +1. The calculation puts the total energy at -5728.45012 hartree. The calculation puts the HOMO energy at -5.991 eV.

Each atom is followed by the atoms it is bonded to, with distances in Å.
Cartesian coordinates (Å):
1 C 7.861 -11.718 -4.973  C2 1.561, H9 1.090, H10 1.090, H11 1.090
2 C 6.924 -10.521 -5.324  C1 1.561, N3 1.415, H12 1.090, H13 1.090
3 N 6.489 -9.707 -4.252  C2 1.415, C4 1.379, C7 1.453
4 C 7.190 -8.734 -3.572  N3 1.379, C5 1.440, H14 1.080
5 C 6.267 -8.023 -2.727  C4 1.440, N6 1.388, H15 1.080
6 N 4.998 -8.562 -2.895  C5 1.388, C7 1.361, C8 1.454
7 C 5.104 -9.523 -3.852  N3 1.453, N6 1.361, H16 1.080
8 C 3.803 -8.006 -2.281  N6 1.454, H17 1.090, H18 1.090, H19 1.090
9 H 7.443 -12.376 -4.210  C1 1.090
10 H 8.720 -11.303 -4.447  C1 1.090
11 H 8.246 -12.430 -5.703  C1 1.090
12 H 5.999 -10.933 -5.727  C2 1.090
13 H 7.370 -9.875 -6.081  C2 1.090
14 H 8.267 -8.658 -3.584  C4 1.080
15 H 6.418 -7.190 -2.057  C5 1.080
16 H 4.322 -10.195 -4.174  C7 1.080
17 H 3.898 -7.847 -1.207  C8 1.090
18 H 3.046 -8.786 -2.194  C8 1.090
19 H 3.194 -7.287 -2.830  C8 1.090
20 C -3.164 -4.417 -10.260  C21 1.582, H28 1.090, H29 1.090, H30 1.090
21 C -3.264 -5.954 -10.622  C20 1.582, N22 1.405, H31 1.090, H32 1.090
22 N -2.414 -6.139 -11.726  C21 1.405, C23 1.369, C26 1.382
23 C -2.635 -5.968 -13.065  N22 1.369, C24 1.375, H33 1.080
24 C -1.506 -6.225 -13.805  C23 1.375, N25 1.370, H34 1.080
25 N -0.491 -6.608 -12.967  C24 1.370, C26 1.430, C27 1.484
26 C -1.121 -6.626 -11.683  N22 1.382, N25 1.430, H35 1.080
27 C 0.869 -7.158 -13.184  N25 1.484, H36 1.090, H37 1.090, H38 1.090
28 H -2.690 -3.815 -11.035  C20 1.090
29 H -2.472 -4.244 -9.435  C20 1.090
30 H -4.067 -4.048 -9.774  C20 1.090
31 H -4.285 -6.239 -10.876  C21 1.090
32 H -2.903 -6.533 -9.772  C21 1.090
33 H -3.640 -5.648 -13.299  C23 1.080
34 H -1.427 -6.250 -14.882  C24 1.080
35 H -0.626 -6.848 -10.749  C26 1.080
36 H 0.972 -8.086 -13.747  C27 1.090
37 H 1.470 -7.235 -12.277  C27 1.090
38 H 1.470 -6.339 -13.579  C27 1.090
39 C 1.253 5.147 2.127  C40 1.502, H47 1.090, H48 1.090, H49 1.090
40 C 0.392 3.975 2.503  C39 1.502, N41 1.445, H50 1.090, H51 1.090
41 N -0.165 3.142 1.462  C40 1.445, C42 1.361, C45 1.332
42 C -1.117 2.180 1.607  N41 1.361, C43 1.402, H52 1.080
43 C -1.134 1.548 0.356  C42 1.402, N44 1.381, H53 1.080
44 N -0.114 2.015 -0.448  C43 1.381, C45 1.363, C46 1.467
45 C 0.441 3.023 0.282  N41 1.332, N44 1.363, H54 1.080
46 C 0.245 1.648 -1.823  N44 1.467, H55 1.090, H56 1.090, H57 1.090
47 H 2.158 4.802 1.627  C39 1.090
48 H 1.461 5.575 3.107  C39 1.090
49 H 0.749 5.936 1.568  C39 1.090
50 H -0.496 4.370 2.995  C40 1.090
51 H 1.041 3.394 3.158  C40 1.090
52 H -1.721 2.074 2.495  C42 1.080
53 H -1.802 0.759 0.041  C43 1.080
54 H 1.233 3.679 -0.048  C45 1.080
55 H 0.845 2.442 -2.267  C46 1.090
56 H -0.681 1.478 -2.371  C46 1.090
57 H 0.770 0.700 -1.708  C46 1.090
58 C -10.057 1.440 -1.109  C59 1.563, H66 1.090, H67 1.090, H68 1.090
59 C -8.558 1.880 -1.159  C58 1.563, N60 1.484, H69 1.090, H70 1.090
60 N -8.077 2.375 -2.472  C59 1.484, C61 1.397, C64 1.317
61 C -7.761 1.724 -3.667  N60 1.397, C62 1.343, H71 1.080
62 C -7.022 2.511 -4.466  C61 1.343, N63 1.397, H72 1.080
63 N -7.053 3.739 -3.801  C62 1.397, C64 1.340, C65 1.436
64 C -7.683 3.623 -2.623  N60 1.317, N63 1.340, H73 1.080
65 C -6.465 4.906 -4.396  N63 1.436, H74 1.090, H75 1.090, H76 1.090
66 H -10.404 0.985 -2.037  C58 1.090
67 H -10.711 2.285 -0.893  C58 1.090
68 H -10.170 0.700 -0.316  C58 1.090
69 H -7.933 1.038 -0.859  C59 1.090
70 H -8.282 2.647 -0.435  C59 1.090
71 H -7.849 0.661 -3.837  C61 1.080
72 H -6.511 2.499 -5.418  C62 1.080
73 H -7.815 4.454 -1.946  C64 1.080
74 H -5.442 4.783 -4.750  C65 1.090
75 H -6.428 5.767 -3.728  C65 1.090
76 H -6.994 5.337 -5.247  C65 1.090
77 C -1.426 -1.358 9.068  C78 1.511, H85 1.090, H86 1.090, H87 1.090
78 C -2.753 -1.413 9.787  C77 1.511, N79 1.453, H88 1.090, H89 1.090
79 N -2.792 -2.666 10.522  C78 1.453, C80 1.389, C83 1.397
80 C -1.889 -3.213 11.424  N79 1.389, C81 1.371, H90 1.080
81 C -2.256 -4.442 11.907  C80 1.371, N82 1.361, H91 1.080
82 N -3.567 -4.578 11.569  C81 1.361, C83 1.426, C84 1.438
83 C -3.876 -3.538 10.644  N79 1.397, N82 1.426, H92 1.080
84 C -4.434 -5.668 11.927  N82 1.438, H93 1.090, H94 1.090, H95 1.090
85 H -1.300 -2.012 8.205  C77 1.090
86 H -0.576 -1.526 9.729  C77 1.090
87 H -1.504 -0.357 8.645  C77 1.090
88 H -3.531 -1.489 9.027  C78 1.090
89 H -2.894 -0.548 10.435  C78 1.090
90 H -0.895 -2.822 11.589  C80 1.080
91 H -1.683 -5.181 12.448  C81 1.080
92 H -4.805 -3.447 10.101  C83 1.080
93 H -4.359 -6.501 11.229  C84 1.090
94 H -5.460 -5.302 11.889  C84 1.090
95 H -4.237 -6.078 12.918  C84 1.090
96 C -5.590 -12.119 4.682  C97 1.566, H104 1.090, H105 1.090, H106 1.090
97 C -4.932 -10.845 5.310  C96 1.566, N98 1.499, H107 1.090, H108 1.090
98 N -4.768 -9.711 4.343  C97 1.499, C99 1.372, C102 1.381
99 C -3.539 -9.190 4.026  N98 1.372, C100 1.410, H109 1.080
100 C -3.721 -8.209 3.030  C99 1.410, N101 1.435, H110 1.080
101 N -5.133 -7.953 3.032  C100 1.435, C102 1.394, C103 1.482
102 C -5.758 -8.872 3.872  N98 1.381, N101 1.394, H111 1.080
103 C -5.790 -6.782 2.403  N101 1.482, H112 1.090, H113 1.090, H114 1.090
104 H -5.837 -12.942 5.353  C96 1.090
105 H -4.844 -12.669 4.108  C96 1.090
106 H -6.512 -11.871 4.156  C96 1.090
107 H -3.952 -11.172 5.655  C97 1.090
108 H -5.540 -10.524 6.156  C97 1.090
109 H -2.699 -9.784 4.355  C99 1.080
110 H -2.993 -7.785 2.355  C100 1.080
111 H -6.813 -8.807 4.095  C102 1.080
112 H -5.205 -5.887 2.616  C103 1.090
113 H -6.822 -6.760 2.753  C103 1.090
114 H -5.846 -7.043 1.346  C103 1.090
115 C -3.790 13.269 1.373  C116 1.524, H123 1.090, H124 1.090, H125 1.090
116 C -3.265 12.902 2.755  C115 1.524, N117 1.504, H126 1.090, H127 1.090
117 N -4.170 13.460 3.820  C116 1.504, C118 1.375, C121 1.350
118 C -4.761 14.699 3.894  N117 1.375, C119 1.393, H128 1.080
119 C -5.663 14.906 4.934  C118 1.393, N120 1.419, H129 1.080
120 N -5.540 13.664 5.608  C119 1.419, C121 1.398, C122 1.459
121 C -4.626 12.848 4.933  N117 1.350, N120 1.398, H130 1.080
122 C -6.178 13.262 6.856  N120 1.459, H131 1.090, H132 1.090, H133 1.090
123 H -3.736 14.334 1.147  C115 1.090
124 H -4.826 13.189 1.042  C115 1.090
125 H -3.171 12.667 0.708  C115 1.090
126 H -2.280 13.367 2.758  C116 1.090
127 H -3.255 11.812 2.780  C116 1.090
128 H -4.317 15.333 3.140  C118 1.080
129 H -6.215 15.772 5.269  C119 1.080
130 H -4.278 11.861 5.198  C121 1.080
131 H -6.737 13.964 7.474  C122 1.090
132 H -5.372 12.770 7.401  C122 1.090
133 H -6.859 12.416 6.760  C122 1.090
134 C 15.513 0.295 -5.145  C135 1.591, H142 1.090, H143 1.090, H144 1.090
135 C 14.265 -0.623 -4.788  C134 1.591, N136 1.463, H145 1.090, H146 1.090
136 N 12.974 0.065 -4.832  C135 1.463, C137 1.392, C140 1.370
137 C 12.608 1.300 -5.358  N136 1.392, C138 1.403, H147 1.080
138 C 11.261 1.588 -5.088  C137 1.403, N139 1.384, H148 1.080
139 N 10.836 0.608 -4.209  C138 1.384, C140 1.366, C141 1.450
140 C 11.881 -0.263 -4.075  N136 1.370, N139 1.366, H149 1.080
141 C 9.611 0.662 -3.435  N139 1.450, H150 1.090, H151 1.090, H152 1.090
142 H 16.385 -0.357 -5.205  C134 1.090
143 H 15.692 0.988 -4.323  C134 1.090
144 H 15.462 0.871 -6.069  C134 1.090
145 H 14.403 -1.112 -3.823  C135 1.090
146 H 14.150 -1.325 -5.614  C135 1.090
147 H 13.334 1.891 -5.896  C137 1.080
148 H 10.550 2.349 -5.375  C138 1.080
149 H 11.692 -1.139 -3.473  C140 1.080
150 H 9.878 1.068 -2.460  C141 1.090
151 H 9.144 -0.304 -3.240  C141 1.090
152 H 8.801 1.237 -3.884  C141 1.090
153 B 1.075 7.806 -3.073  F154 1.424, F155 1.455, F156 1.374, F157 1.409
154 F 1.868 6.766 -3.634  B153 1.424
155 F 1.721 8.604 -2.041  B153 1.455
156 F 0.866 8.718 -4.079  B153 1.374
157 F -0.154 7.171 -2.807  B153 1.409
158 B 2.565 5.996 10.871  F159 1.329, F160 1.366, F161 1.415, F162 1.395
159 F 1.893 6.451 11.924  B158 1.329
160 F 3.752 5.587 11.410  B158 1.366
161 F 1.872 4.925 10.259  B158 1.415
162 F 2.852 7.065 10.022  B158 1.395
163 B -0.383 11.416 9.086  F164 1.422, F165 1.329, F166 1.386, F167 1.258
164 F 0.420 11.289 7.919  B163 1.422
165 F -1.064 10.298 9.312  B163 1.329
166 F 0.483 11.439 10.168  B163 1.386
167 F -1.023 12.499 9.060  B163 1.258
168 B 0.161 4.348 -8.426  F169 1.331, F170 1.352, F171 1.328, F172 1.387
169 F 1.335 4.163 -7.824  B168 1.331
170 F -0.187 5.563 -7.946  B168 1.352
171 F 0.282 4.495 -9.740  B168 1.328
172 F -0.783 3.373 -8.138  B168 1.387
173 B -2.771 -5.698 -3.444  F174 1.299, F175 1.346, F176 1.418, F177 1.383
174 F -3.958 -5.589 -3.959  B173 1.299
175 F -1.864 -5.537 -4.426  B173 1.346
176 F -2.550 -4.699 -2.463  B173 1.418
177 F -2.651 -6.915 -2.797  B173 1.383
178 B 6.976 9.156 6.565  F179 1.378, F180 1.307, F181 1.375, F182 1.273
179 F 7.102 8.972 7.925  B178 1.378
180 F 5.924 9.891 6.319  B178 1.307
181 F 8.055 9.795 6.002  B178 1.375
182 F 6.801 8.025 6.009  B178 1.273
183 B 5.318 -0.782 2.188  F184 1.429, F185 1.415, F186 1.483, F187 1.385
184 F 5.097 -0.379 3.541  B183 1.429
185 F 4.951 0.258 1.302  B183 1.415
186 F 6.786 -0.967 2.085  B183 1.483
187 F 4.583 -1.919 1.894  B183 1.385

Löwdin population analysis, charges in e, atoms 1 to 6: atom 1 (C): -0.05, atom 2 (C): -0.19, atom 3 (N): -0.06, atom 4 (C): 0.02, atom 5 (C): 0.03, atom 6 (N): -0.09